Entry 1:
# C3H2FO3

The ion C3H2FO3 with charge -1 in a non-equilibrium geometry (ωB97M-V/def2-TZVPD, OMol25).

Its HOMO energy is -4.612 eV. For the energy above the lowest of the compared OMol25 structures with the same formula, charge and spin, the calculation gives 64.6 kcal per mole.

```
! RIJCOSX wB97M-V def2-TZVPD def2/J DEFGRID3
* xyz -1 1
F 1.3494 2.3854 0.1166
O -0.7842 0.9989 -0.2807
O 1.1208 0.2493 2.6203
O 0.2063 2.2933 2.9118
C 0.6535 1.3409 0.5913
C 0.5702 1.3257 2.3052
C 0.3028 0.1592 -0.2598
H 0.7552 0.0052 -1.2078
H 0.1340 -0.8387 0.1187
*
```

Atom charges from the Mulliken analysis, given in e for atoms 1 to 2: -0.248 -0.525

Entry 2:
# C50H111N6O2

A cluster of 7 separate species, C50H111N6O2 in total in a non-equilibrium geometry (ωB97M-V/def2-TZVPD, OMol25).

Its HOMO energy is -18.017 eV.

```
! RIJCOSX wB97M-V def2-TZVPD def2/J DEFGRID3
* xyz 5 1
O 14.7957 18.6949 15.3088
O 12.6310 18.4873 15.8879
N 10.7049 22.8173 13.6151
N 10.9795 22.0739 19.6667
N 16.4109 17.7041 11.9136
N 9.3043 17.4358 9.9287
N 18.4630 21.5848 15.4454
N 11.4689 12.6616 13.2514
C 12.6092 23.7535 18.6630
C 10.9803 21.5962 12.7664
C 17.6084 20.3655 16.0063
C 9.3821 17.6892 11.4073
C 10.3405 18.2854 9.2141
C 17.8324 17.1937 11.9565
C 12.4725 22.3779 19.3720
C 9.2260 24.1552 11.9865
C 10.4143 19.6972 19.4948
C 16.2872 18.9966 12.6818
C 13.2706 13.6392 14.5461
C 15.8157 24.3180 14.9862
C 14.6469 18.3729 10.1738
C 12.9905 12.9789 13.2034
C 9.8383 9.2630 13.8038
C 13.8517 18.2218 16.0498
C 9.5866 15.9378 9.5339
C 19.0798 21.1716 17.7453
C 10.5312 24.1494 12.7684
C 16.3610 22.8813 15.0135
C 18.9397 21.4974 14.0814
C 10.7145 17.3720 12.0377
C 17.9342 16.6355 13.3204
C 10.5706 20.3005 18.0245
C 12.4218 21.5804 14.7173
C 17.7760 22.9287 15.5558
C 16.5194 16.0422 13.5996
C 11.2909 11.1715 13.5056
C 10.2769 23.1377 20.4122
C 14.1715 17.3027 17.2004
C 8.4917 15.6144 8.5219
C 11.9362 23.0002 14.4709
C 10.5793 17.4045 13.5165
C 14.4662 19.9041 9.9844
C 7.8164 16.9206 8.1693
C 11.0289 20.7334 20.4217
C 9.4872 22.6893 14.4854
C 7.8971 17.7305 9.4074
C 9.2850 25.3177 11.0080
C 11.9317 13.5670 15.3502
C 10.9067 13.6441 14.2875
C 19.6018 21.5841 16.4035
C 9.8636 10.7812 13.7164
C 10.2896 21.7786 18.2870
C 16.0763 17.8376 10.4437
C 11.0073 12.9789 11.8285
C 17.6971 20.5869 17.4934
C 14.1031 24.0732 18.5832
C 15.5479 16.6230 12.5759
C 12.2530 21.0081 13.2699
H 15.1877 16.9116 17.1336
H 18.4465 18.0550 11.7393
H 10.0759 20.9980 12.8280
H 14.0179 18.0246 11.0172
H 10.1638 19.3364 9.4382
H 16.1799 22.3644 14.0634
H 16.0453 24.7566 15.9610
H 10.9791 16.4243 11.5581
H 10.8278 18.6938 19.6543
H 10.2086 24.0785 19.9060
H 9.3322 19.5911 19.6347
H 9.2761 22.8070 20.6904
H 9.2785 11.0798 12.8503
H 14.5804 24.1215 19.5655
H 11.8894 14.3723 16.0810
H 11.0615 21.9592 11.7504
H 18.4606 23.6094 15.0673
H 12.1062 23.5777 17.7135
H 11.5151 12.3751 11.0930
H 10.7552 24.9229 13.4898
H 8.5934 17.1245 11.9121
H 14.6373 23.2853 18.0118
H 10.1799 18.1602 8.1591
H 13.1590 13.6535 12.3676
H 13.5215 14.6618 14.3086
H 9.1652 18.7513 11.5461
H 20.3900 20.9849 15.9747
H 10.6049 15.9219 9.1637
H 19.9935 22.6008 16.4334
H 7.1444 17.4128 10.1343
H 14.0778 13.1047 15.0689
H 14.6527 17.1502 12.8793
H 11.8982 10.9633 14.3889
H 12.0604 20.4841 20.6634
H 8.4203 24.2099 12.7252
H 9.5920 15.3660 10.4499
H 15.3317 15.8631 11.8146
H 8.3252 25.4856 10.5373
H 19.5410 22.3848 13.8664
H 9.8460 19.8133 17.3870
H 9.8591 13.3596 14.3949
H 16.3509 24.8821 14.2137
H 18.1298 19.4954 15.5866
H 9.2249 21.9229 18.4580
H 9.3093 23.6203 15.0076
H 14.8023 20.4773 10.8499
H 18.6821 15.8604 13.3591
H 13.4011 16.5687 17.3903
H 9.9374 12.8675 11.7032
H 9.4477 11.2165 14.6268
H 11.6812 23.5722 15.3563
H 9.0639 23.2006 11.4661
H 17.5392 19.6540 18.0354
H 7.8492 18.8159 9.3678
H 13.4370 20.1781 9.7071
H 12.0239 12.6630 15.9432
H 12.3348 19.9473 13.4830
H 17.8907 16.5152 11.1215
H 13.0686 21.2720 12.5915
H 11.3372 24.1496 12.0281
H 16.7636 18.5074 9.9313
H 8.3314 17.4648 7.3802
H 9.6480 21.9003 15.2192
H 14.7376 24.3034 14.8653
H 16.6294 20.3745 15.5564
H 11.5327 17.1615 14.0036
H 16.9389 19.7122 12.1905
H 12.6349 23.5645 13.8328
H 10.9624 14.6373 13.8213
H 12.9110 22.3819 20.3641
H 13.4873 12.0355 13.0452
H 15.8600 22.2743 15.7892
H 11.3586 18.0098 9.5067
H 11.5359 18.0275 11.7792
H 18.0547 21.4716 13.4622
H 10.3453 18.3947 13.8902
H 11.7552 21.0367 15.4106
H 17.7119 23.1566 16.6175
H 16.5928 14.9645 13.4716
H 9.6143 26.2225 11.5470
H 16.2605 16.2530 14.6338
H 10.0640 25.0768 10.2780
H 12.1409 24.6080 19.1516
H 10.1888 8.7759 12.8817
H 16.4448 18.7961 13.7310
H 15.0661 20.2783 9.1619
H 11.7247 10.6969 12.6301
H 10.7916 23.3382 21.3582
H 19.0036 22.0025 18.4543
H 11.5281 20.0942 17.5218
H 12.8481 21.5417 18.7790
H 9.8093 16.7268 13.8893
H 13.4201 21.5718 15.1358
H 6.7966 16.7539 7.8455
H 11.2934 14.0164 11.6019
H 10.4683 20.9213 21.3376
H 8.8894 15.1096 7.6368
H 16.1148 16.8661 9.9749
H 19.5447 20.6038 13.9572
H 14.1264 17.8816 18.1174
H 7.7854 14.9302 8.9703
H 10.4818 8.9366 14.6130
H 10.6393 22.5194 17.5772
H 19.6588 20.3638 18.1792
H 16.8641 21.2313 17.8123
H 15.2843 19.4068 12.6975
H 8.8336 8.9156 14.0316
H 14.3141 25.0246 18.0979
H 14.2510 17.9328 9.2577
H 8.6200 22.4270 13.9043
H 18.1904 17.3918 14.0579
*
```

Atom charges from the Mulliken analysis, given in e for atoms 1 to 2: -0.260 -0.485

Entry 3:
# C6H15NO

A cluster of 2 separate species, C6H15NO in total in a non-equilibrium geometry (ωB97M-V/def2-TZVPD, OMol25).

Its HOMO energy is -7.594 eV. For the energy above the lowest of the compared OMol25 structures with the same formula, charge and spin, the calculation gives 53.1 kcal per mole.

```
! RIJCOSX wB97M-V def2-TZVPD def2/J DEFGRID3
* xyz 0 1
O -1.4717 -6.2612 0.6783
N -0.6216 -0.8609 -1.6972
C 1.2332 1.3756 -0.9578
C -0.7160 1.7627 1.9637
C -0.7350 2.1998 0.4986
C -0.1795 1.1887 -0.4557
C 2.2564 0.6276 -0.1195
C -0.9783 0.1598 -0.7953
H -1.7141 1.9445 2.3517
H -0.2868 0.7705 2.0327
H -0.4843 3.2757 0.3754
H 1.3017 1.0126 -1.9877
H 3.2385 0.9703 -0.3545
H 0.3161 -0.8127 -2.0654
H 2.0076 0.7848 0.9220
H -0.9071 -1.8146 -1.6136
H -1.9543 0.0242 -0.3895
H 0.0281 2.3601 2.5255
H 1.3580 2.4692 -0.9399
H 2.2695 -0.4460 -0.3800
H -1.7683 2.4138 0.1021
H -0.9575 -7.1092 0.5425
H -1.2348 -6.0354 -0.2361
*
```

Atom charges from the Mulliken analysis, given in e for atoms 1 to 2: -0.622 -0.490

Entry 4:
# C20H24BrCl2NO3

The molecule C20H24BrCl2NO3 (ωB97M-V/def2-TZVPD, OMol25).

Its HOMO energy is -8.376 eV. For the energy above the lowest of the compared OMol25 structures with the same formula, charge and spin, the calculation gives 0.0 kcal per mole.

```
! RIJCOSX wB97M-V def2-TZVPD def2/J DEFGRID3
* xyz 0 1
Br 1.2851 3.2809 -0.0611
Cl -1.4501 0.5574 2.1194
Cl -5.7340 -2.3546 0.7932
O -0.9847 1.7574 -1.3327
O 6.2554 -3.1338 1.0033
O -1.3375 -0.9191 -1.5114
N 4.1765 -1.1446 0.9815
C 5.5524 -2.8477 -0.1824
C -1.5427 -2.3080 -1.6788
C 1.8288 -0.7992 0.3820
C -4.0412 0.8166 -0.9113
C 2.8390 -1.7052 1.0410
C -2.7644 0.2794 1.0284
C 2.0022 0.5730 0.4515
C -2.0061 2.2031 -0.4466
C -4.9058 -0.2292 -0.6510
C 6.1372 -0.3914 -0.1753
C -4.6808 -1.0284 0.4593
C 4.1907 -1.2096 -1.4996
C -2.7724 -2.4946 -2.5518
C -2.9594 1.0945 -0.0843
C 1.0569 1.3974 -0.1258
C 4.9837 -1.4046 -0.2092
C -0.2341 -0.4937 -0.8495
C -3.6142 -0.7801 1.3059
C -0.0689 0.9014 -0.7669
C 0.7200 -1.3225 -0.2693
H -3.6419 -2.0637 -2.0647
H 2.8708 0.9768 0.9451
H 6.6658 -0.4342 0.7749
H -5.7434 -0.4272 -1.3011
H -1.6944 -2.7845 -0.6999
H 4.8553 -1.3169 -2.3536
H -3.4432 -1.4011 2.1707
H 6.8395 -0.5791 -0.9843
H -2.9439 -3.5535 -2.7231
H -0.6666 -2.7616 -2.1622
H -4.1975 1.4325 -1.7832
H 4.7317 -3.5689 -0.2120
H -2.6257 -1.9958 -3.5057
H 2.7631 -2.7167 0.6124
H 6.1849 -3.0153 -1.0645
H -2.5268 2.9851 -1.0029
H 0.6011 -2.3941 -0.3113
H 4.7141 -1.4687 1.7797
H 7.0464 -2.5843 1.0292
H 5.7373 0.6123 -0.2851
H 3.3942 -1.9425 -1.5935
H 2.5662 -1.7845 2.0990
H 3.7511 -0.2170 -1.5224
H -1.5664 2.6397 0.4591
*
```

Atom charges from the Mulliken analysis, given in e for atoms 1 to 2: -0.177 -0.152

Entry 5:
# C58H73Cl3CuN3OP2S2Si

A structure of composition C58H73Cl3CuN3OP2S2Si (ωB97M-V/def2-TZVPD, OMol25).

Its HOMO energy (alpha / beta) is -8.987 / -9.653 eV. For the energy above the lowest of the compared OMol25 structures with the same formula, charge and spin, the calculation gives 3.4 kcal per mole.

```
! RIJCOSX wB97M-V def2-TZVPD def2/J DEFGRID3
* xyz 1 2
Cu 0.6464 0.5315 -0.3294
Cl 3.3117 2.0778 -5.3393
Cl 10.8885 3.4020 -4.3059
Cl 7.4037 3.1190 -0.2711
S -1.2294 -1.4010 -0.4876
S 5.1721 4.3624 -5.8461
P -0.7750 1.9004 -1.5812
P -1.7051 -2.3899 1.1469
Si -0.6070 0.9871 1.5762
O 4.7730 2.4189 -1.5281
N -3.3719 -3.0595 -3.7019
N 4.4730 -0.3588 -1.0988
N 2.3322 -0.4284 -0.6141
C -1.4367 4.5895 -2.6413
C 0.6623 -6.2369 0.2746
C 0.1165 -0.5368 -4.8111
C 8.4787 2.2139 -4.5499
C 8.9961 3.1754 -2.4070
C -4.1959 -3.7175 -4.5568
C 2.6193 -1.4695 -1.4628
C -0.3884 3.6968 -1.9551
C -0.8247 5.0052 0.1943
C 5.5511 1.4911 -2.2543
C -3.4402 1.3896 1.4741
C -4.2499 -2.8271 0.0402
C -0.4107 -0.2322 -3.4025
C -4.6671 1.6972 0.9020
C 7.7694 2.7495 -1.9223
C -0.8475 -0.3248 2.9292
C 6.8760 2.0472 -2.7364
C -3.5892 -1.8642 -3.1005
C -5.4762 -3.8604 2.2486
C -1.7085 5.9874 -0.5691
C -0.5911 -0.8008 5.3110
C -5.7411 -2.4787 0.1684
C -0.9265 -4.0750 1.0562
C -0.8909 1.2216 -3.3306
C 1.3352 -5.2245 1.2139
C -3.5698 2.0831 -1.1967
C -3.5389 -2.4976 1.3466
C -2.1183 0.4498 -5.4129
C 5.7642 0.2609 -1.3449
C -1.1973 -1.6689 2.7398
C 9.3487 2.8971 -3.7168
C -1.2445 -2.5477 3.8238
C -6.2617 -2.7274 1.5948
C -4.8514 -1.3139 -3.4532
C 0.0247 2.5499 2.4654
C 0.2272 4.4201 -0.7465
C 4.3562 3.8076 -3.4646
C -5.7253 -1.9227 -4.3204
C -2.4355 5.2470 -1.6860
C -0.0457 -5.5055 -0.8609
C -0.9468 -2.1240 5.1067
C -0.5372 0.0699 4.2372
C 3.7731 3.0890 -2.2882
C 7.2569 1.8002 -4.0515
C 0.5846 -3.8831 1.2523
C -2.1989 1.3061 -4.1289
C 3.9437 -1.4331 -1.7735
C 5.2147 4.9397 -3.3545
C -4.0100 -3.4450 2.4653
C -2.2614 1.4277 0.7315
C 4.2472 3.3960 -4.7595
C -4.7313 2.0414 -0.4384
C 3.4691 0.2105 -0.4076
C -1.2464 -4.7290 -0.3077
C 5.7222 5.3390 -4.5456
C -2.3354 1.7848 -0.6255
C -5.3904 -3.1602 -4.8950
C -0.6817 0.2284 -5.8799
H 0.4267 3.5444 -2.6753
H -1.2503 -0.8827 -3.1489
H -0.8809 5.3881 -3.1440
H 0.9281 2.3438 3.0417
H 0.0537 -1.6128 -4.9944
H -2.7001 0.9260 -6.2035
H -3.9087 -2.9504 3.4325
H 3.5963 1.0774 0.2150
H -3.0184 0.9209 -3.5227
H -3.6327 2.3625 -2.2391
H -2.0932 -5.4095 -0.1900
H -4.1304 -3.8937 -0.1766
H -5.5682 1.6791 1.5025
H -6.1547 -1.8236 2.2019
H -1.5103 -3.5849 3.6683
H -0.2518 1.0964 4.4219
H -2.4295 6.4536 0.1045
H -1.0884 6.7827 -0.9952
H 4.9858 1.1516 -3.1311
H 9.6775 3.7091 -1.7599
H 0.7779 -3.3902 2.2058
H -3.0871 4.4993 -1.2403
H -1.4463 4.2025 0.6011
H 0.9499 -3.2130 0.4703
H 1.3935 -5.6437 2.2204
H 6.5754 1.2653 -4.7032
H 0.3790 -0.4182 -2.6727
H -0.1275 1.8397 -3.8223
H -3.3975 1.1208 2.5253
H -0.3330 5.5107 1.0284
H -5.6805 2.2902 -0.8960
H -0.2112 1.1945 -6.0834
H -5.9223 -4.1361 3.2049
H -0.7358 2.9494 3.1417
H 8.7577 2.0044 -5.5729
H 0.8877 3.7289 -0.2130
H 6.2131 0.5816 -0.4071
H -1.3141 -4.7034 1.8614
H 1.4072 -6.9307 -0.1166
H -2.5697 -0.5269 -5.2211
H -6.6742 -1.4646 -4.5745
H 3.3184 3.7920 -1.5891
H -0.9971 -2.8174 5.9355
H -3.7875 -1.4610 1.6100
H -0.0746 -6.8295 0.8238
H -1.5363 -3.9567 -1.0231
H 4.5446 -2.0688 -2.3999
H -3.0630 5.9363 -2.2554
H 3.0091 2.3754 -2.6220
H 0.2672 3.3307 1.7480
H -1.9663 4.0349 -3.4160
H -7.3240 -2.9723 1.5665
H 0.6570 -4.8182 -1.3421
H 6.4188 -0.4525 -1.8404
H 0.8461 5.2435 -1.1200
H -5.1171 -0.3630 -3.0039
H -0.3846 -6.2118 -1.6208
H 1.1728 -0.2599 -4.8804
H -5.8968 -1.4320 -0.1050
H -2.4897 -3.5059 -3.4902
H -6.3028 -3.0865 -0.5445
H 6.3908 6.1604 -4.7454
H -0.3478 -0.4494 6.3053
H -3.8118 -2.2735 -0.7894
H -0.6790 -0.3326 -6.8153
H -3.8576 -4.6681 -4.9464
H 1.8585 -2.1592 -1.7882
H 2.3600 -5.0399 0.8849
H -6.0542 -3.6635 -5.5818
H -2.4147 2.3396 -4.4019
H 5.4319 5.4202 -2.4107
H -3.3915 -4.3469 2.4892
H -5.5259 -4.7429 1.6058
*
```

Atom charges from the Mulliken analysis, given in e for atoms 1 to 2: -0.382 -0.171